ORCA calculation (wB97M-V/def2-TZVPD) on a structure of composition C11H25ClHoIN3O2P.

```
45
Properties=species:S:1:pos:R:3:lowdin_charge:R:1
C 0.00208 2.41511 0.53338 -0.128
C 1.04485 1.61738 -0.25826 -0.994
H -0.15763 3.42257 0.12309 0.092
H 0.21540 2.52001 1.60559 0.082
H -0.97487 1.87978 0.61583 0.075
O 0.69518 0.23931 -0.05654 -0.530
I 1.58290 2.05184 -2.28148 1.183
Ho -0.64930 -1.65388 0.29021 1.371
P 2.81225 2.12335 0.19910 0.722
C 3.01481 3.85133 -0.33781 -0.249
C 3.03929 2.23839 1.95158 -0.183
H 3.98839 0.01066 -0.02522 0.076
H 5.04893 1.41142 -0.24193 0.074
H 4.03375 0.88104 -1.55595 0.023
C 4.06165 1.00950 -0.46814 -0.208
H 2.83058 1.26411 2.41087 0.075
H 4.09930 2.48574 2.10818 0.083
H 4.07818 4.11176 -0.24905 0.079
H 2.40120 4.49528 0.31363 0.076
H 2.36400 3.01281 2.34607 0.071
H 2.71578 4.06206 -1.37791 -0.028
C -1.49725 1.17359 -1.93736 -0.002
O -1.60903 2.31588 -1.84051 0.026
Cl 0.30317 -3.45561 -1.00346 -0.036
C -4.26671 -4.71999 1.94051 -0.016
N -4.46135 -4.02598 0.65913 -0.117
C -5.40706 -4.63948 -0.26048 -0.034
C -3.59267 -3.08217 0.23782 -0.397
N -2.50073 -2.79011 0.95872 -0.063
N -3.77746 -2.44402 -0.95055 -0.113
C -5.10142 -2.19532 -1.51993 -0.030
C -2.73874 -1.47846 -1.34914 -0.154
H -5.05767 -5.47116 2.00910 0.098
H -4.41536 -4.01096 2.77048 0.108
H -3.28395 -5.23360 2.03121 0.113
H -6.31398 -4.02399 -0.34173 0.092
H -4.97825 -4.82442 -1.26403 0.114
H -5.72591 -5.58771 0.17960 0.100
H -2.48091 -3.27720 1.86091 0.059
H -5.09592 -1.20595 -2.01470 0.108
H -5.30393 -2.93482 -2.31398 0.108
H -5.88406 -2.19237 -0.74520 0.103
H -2.63417 -0.62959 -0.63431 0.052
H -1.79157 -2.04125 -1.57334 0.018
H -3.01248 -1.04683 -2.31071 0.104
```

Output
multiplicity: 5
E_LUMO (spin up / spin down): -6.664 / -6.539 eV
total charge: +2
expectation value of S²: 6.00

=====

ORCA calculation (wB97M-V/def2-TZVPD) on a structure of composition C3H4Br2Cl2.

```
11
Properties=species:S:1:pos:R:3:lowdin_charge:R:1
C -1.14581 -0.31183 0.14897 -0.242
C 1.18207 0.63584 -0.15042 -0.847
C 0.24510 -0.38207 -0.23341 -0.947
Cl 0.71467 1.87630 0.88443 0.671
Cl 0.86297 -1.85403 -0.95702 0.670
Br 0.54864 1.58431 -2.42587 0.247
Br 0.58695 -1.35522 2.71431 0.165
H -1.69806 -1.14940 0.66349 0.092
H -1.60411 0.47253 0.69966 0.054
H -1.82853 -0.23197 -0.73961 0.109
H 2.13611 0.71553 -0.60453 0.028
```

Output
E_LUMO (spin up / spin down): -2.745 / -3.682 eV

=====

ORCA calculation (wB97M-V/def2-TZVPD) on a structure of composition C41H42AuBrN3O5P3S.

```
97
Properties=species:S:1:pos:R:3:lowdin_charge:R:1
Au 0.19887 -0.09739 0.02229 0.879
C -2.71329 0.55288 1.49032 -0.326
C -1.63978 1.55783 1.91546 -0.350
P 0.02920 0.81436 2.07423 0.945
C -0.01980 -0.47099 3.32334 -0.349
C -0.86699 -0.35850 4.42398 -0.071
C -0.87869 -1.35537 5.38682 -0.046
C -0.03972 -2.45413 5.25893 -0.043
C 0.81078 -2.56458 4.16623 -0.054
C 0.81864 -1.57881 3.19327 -0.126
C 1.16835 2.11818 2.57014 -0.271
C 2.49035 2.17667 2.15839 -0.188
C 3.26778 3.25867 2.57025 0.005
C 2.75747 4.25009 3.39602 -0.032
C 1.44537 4.16162 3.84691 -0.049
C 0.66120 3.09942 3.43181 -0.069
P -2.17780 -0.59770 0.14851 0.982
C -2.70206 -2.22702 0.70162 -0.372
C -4.04621 -2.59408 0.62564 -0.073
C -4.45019 -3.82118 1.12319 -0.050
C -3.52017 -4.68194 1.69487 -0.048
C -2.18349 -4.31954 1.77046 -0.055
C -1.77134 -3.09316 1.27063 -0.101
C -3.07877 -0.23846 -1.37199 -0.371
C -3.68495 0.99023 -1.61966 -0.099
C -4.26256 1.23758 -2.86050 -0.079
C -4.22860 0.26725 -3.85181 -0.067
C -3.61094 -0.95682 -3.61055 -0.066
C -3.03449 -1.20879 -2.37743 -0.098
H -3.61444 1.08909 1.19067 0.090
H -2.99584 -0.08824 2.32697 0.088
H -1.93827 2.04338 2.84037 0.081
H -1.50533 2.33734 1.16064 0.079
H -1.51983 0.49868 4.53927 0.110
H -1.53998 -1.27274 6.23850 0.119
H -0.04822 -3.22751 6.01526 0.119
H 1.46540 -3.42078 4.07211 0.117
H 1.46988 -1.67331 2.33003 0.082
H 1.69642 0.34963 0.34039 0.036
H 4.30310 3.29643 2.25841 0.132
H 3.39052 5.06979 3.70948 0.120
H 1.03815 4.90570 4.51762 0.117
H -0.35209 3.04320 3.79430 0.097
H -4.77234 -1.92925 0.17278 0.117
H -5.49080 -4.10942 1.06315 0.117
H -3.84126 -5.64095 2.07867 0.118
H -1.46213 -4.99309 2.21384 0.113
H -0.72827 -2.80575 1.33672 0.065
H -3.70083 1.77138 -0.86906 0.098
H -4.74019 2.19084 -3.04516 0.117
H -4.68940 0.45876 -4.81184 0.117
H -3.58782 -1.71673 -4.38003 0.119
H -2.56175 -2.16652 -2.19084 0.118
Br 6.17114 -1.88736 -0.57075 0.855
C 4.92969 -0.70843 0.21009 -0.664
C 4.52306 0.41844 -0.48590 -0.097
C 3.67005 1.32428 0.12326 -0.057
C 3.18108 1.09292 1.40356 -0.300
C 3.60589 -0.03914 2.08718 -0.041
C 4.46362 -0.95258 1.49044 -0.093
H 4.89484 0.59563 -1.48559 0.113
H 3.33550 2.20545 -0.41005 0.130
H 3.26253 -0.20739 3.10202 0.124
H 4.79788 -1.82842 2.02908 0.112
O 3.69806 -2.16864 -3.63604 -0.237
S 2.65615 -1.64136 -4.84232 0.963
O 1.88305 -2.78106 -5.28329 -0.396
N 1.62209 -0.71656 -3.89100 -0.083
C 1.31224 -1.15019 -2.72201 -0.447
O 0.37851 -0.46458 -2.06429 -0.251
C 1.91070 -2.30480 -2.06142 -0.107
C 1.32281 -2.96045 -0.97609 -0.046
C 1.97191 -4.01006 -0.36267 -0.063
C 3.21946 -4.42191 -0.83589 -0.043
C 3.79781 -3.81457 -1.93296 -0.031
C 3.13085 -2.76652 -2.55261 -0.288
H 0.32623 -2.67730 -0.65630 0.069
H 1.50562 -4.53318 0.46166 0.105
H 3.72870 -5.24889 -0.35948 0.120
H 4.74573 -4.14557 -2.33386 0.124
N -0.85243 1.02970 -3.66555 0.099
C -0.33641 2.41280 -3.72581 -0.216
P -0.81594 3.33400 -2.21654 0.405
O -2.30544 3.57140 -2.25828 -0.344
O -0.15159 2.74069 -1.02606 -0.363
C -0.17482 5.06542 -2.50782 -0.164
N -1.39038 5.88508 -2.85069 0.123
H -0.67106 0.54752 -4.54483 0.141
H -1.85972 1.01145 -3.49694 0.085
H -0.25446 0.35194 -2.89337 0.062
H -0.72844 2.92998 -4.60294 0.105
H 0.75104 2.35701 -3.80455 0.108
H 0.58010 5.16656 -3.28375 0.105
H 0.23473 5.42851 -1.56751 0.103
H -1.43843 6.12166 -3.83986 0.163
H -1.45823 6.74894 -2.31702 0.163
H -2.18657 5.21329 -2.61690 0.107
```

Output
E_LUMO: -5.059 eV
total charge: +2

=====

ORCA calculation (wB97M-V/def2-TZVPD) on a structure of composition C21H27NO2P2W.

```
54
Properties=species:S:1:pos:R:3:lowdin_charge:R:1
C -1.48194 3.40733 -1.93130 -0.014
C -1.32383 2.03955 -1.73894 -0.233
C -0.07514 1.42493 -2.07100 -0.187
C 1.01599 2.23247 -2.55772 -0.127
C 0.80448 3.62637 -2.73766 0.015
C -0.43316 4.20366 -2.44067 -0.029
C 2.26322 1.62499 -2.71706 0.095
C 2.42930 0.25769 -2.49727 -0.129
C 1.28801 -0.48918 -2.03745 -0.187
C 1.44807 -1.86508 -1.68497 -0.237
C 2.68397 -2.47662 -1.83938 -0.007
C 3.79086 -1.75651 -2.32162 -0.029
C 3.67557 -0.40332 -2.63713 0.017
H -2.43943 3.87837 -1.67308 0.131
H 1.62478 4.24686 -3.09869 0.130
H -0.58991 5.27781 -2.57149 0.124
H 3.10954 2.23132 -3.02349 0.145
H 2.80108 -3.52961 -1.55414 0.133
H 4.74810 -2.26071 -2.42772 0.122
H 4.53575 0.15815 -2.99683 0.131
N 0.14080 0.14150 -1.70805 0.097
W -0.01001 0.00506 1.34896 1.105
C -2.38035 1.17941 -1.09779 -0.246
H -2.30149 0.14764 -1.47430 0.087
H -3.39062 1.59151 -1.25240 0.115
C 0.26331 -2.57385 -1.11745 -0.230
H -0.67104 -2.20206 -1.56152 0.088
H 0.32837 -3.66621 -1.24320 0.116
P -2.10077 1.00050 0.76448 0.723
P 0.02256 -2.16253 0.74771 0.738
C 1.32495 -3.25927 1.46818 -0.209
H 1.19314 -3.25239 2.56444 0.062
H 1.26413 -4.30008 1.09442 0.079
H 2.31304 -2.83694 1.21929 0.058
C -1.50346 -3.18705 1.03217 -0.209
H -1.35752 -4.23967 0.71470 0.081
H -1.72109 -3.15656 2.11537 0.062
H -2.35227 -2.75070 0.47321 0.041
C -2.30741 2.68569 1.42850 -0.222
H -3.25931 3.12668 1.09084 0.079
H -2.29325 2.61200 2.52702 0.061
H -1.46001 3.30248 1.09912 0.056
C -3.60410 0.10463 1.29507 -0.225
H -3.56504 0.01145 2.39064 0.062
H -4.49437 0.68235 0.99556 0.076
H -3.62936 -0.90011 0.84605 0.040
C 1.61741 -0.02069 2.70465 -0.263
O 2.61970 -0.17788 3.28405 0.168
H 1.14251 0.96797 0.54635 0.013
C 0.08823 -0.10945 4.88305 -0.134
O -0.03487 -0.47615 3.51027 -0.437
H 0.94014 -0.52511 5.46170 0.104
H -0.80260 -0.57511 5.32851 0.097
H 0.10531 0.98449 5.07801 0.105
```

Output
multiplicity: 3
E_LUMO (spin up / spin down): -8.172 / -8.586 eV
total charge: +2
expectation value of S²: 2.02

=====

ORCA calculation (wB97M-V/def2-TZVPD) on a cluster of 3 separate species, C19H39BrClN6O4P2 in total.

```
72
Properties=species:S:1:pos:R:3:lowdin_charge:R:1
C 4.32060 1.82225 2.09257 -0.143
C 3.61779 1.12947 0.88186 -0.390
P 2.02317 0.51422 1.54934 1.024
C 0.92282 1.99695 1.45579 -0.243
N 1.34147 -0.78179 0.45717 -0.211
C 2.28391 -1.88222 0.27362 -0.239
C 3.23505 -1.63988 -0.89489 -0.825
O 3.33508 -0.64014 -1.53461 -0.006
Br 4.39770 -3.15627 -1.31588 0.746
C 0.06188 -1.18167 0.82193 -0.369
N -0.33888 -2.01668 1.85885 -0.034
C 0.15470 -1.68235 3.20172 -0.243
N 1.47339 -2.17641 3.56069 0.040
C -0.34513 -3.46637 1.55526 -0.245
N -1.02524 -4.25171 2.56763 0.056
N -0.90822 -0.68246 0.08652 -0.078
C -2.30556 -0.92079 0.40713 -0.267
C -2.95917 -2.08928 0.05252 -0.001
C -4.27440 -2.15075 0.46257 -0.047
C -4.82836 -1.09334 1.15362 -0.114
N -4.24045 0.05717 1.47319 0.124
C -2.97173 0.07434 1.06654 -0.099
P -0.63931 0.36196 -1.36045 0.684
O -2.12152 0.29203 -2.01661 -0.316
Cl 0.45955 -0.79751 -2.68914 0.326
H 4.85857 1.04505 2.63609 0.071
H 3.61264 2.29078 2.77508 0.057
H 5.07280 2.52158 1.74164 0.066
H 4.29935 0.36308 0.53147 0.070
H 3.44213 1.90868 0.13970 0.065
H 0.26967 1.99417 2.32579 0.033
H 1.52654 2.90330 1.45522 0.046
H 0.30837 2.02368 0.55451 -0.016
H 1.76915 -2.81591 0.06650 0.109
H 2.93465 -1.97209 1.15414 0.110
H -0.56121 -2.07246 3.92175 0.115
H 0.14775 -0.59393 3.29418 0.100
H 2.11529 -1.41950 3.75215 0.049
H 1.90586 -2.73158 2.83740 0.044
H 0.66257 -3.88786 1.48931 0.110
H -0.81067 -3.68371 0.59451 0.108
H -1.72757 -3.69001 3.03294 0.080
H -0.34070 -4.53933 3.25591 0.081
H -2.49202 -2.89187 -0.49647 0.122
H -4.87340 -3.02558 0.26290 0.112
H -5.85972 -1.19345 1.47424 0.125
H -2.41960 0.98580 1.29584 0.123
H -1.96631 0.15260 -2.96516 0.049
C -5.47851 -2.72147 -4.20364 -0.056
C -6.08205 -2.16239 -2.92500 -0.474
C -5.56893 -0.76131 -2.63379 -0.053
O -5.77009 -3.02481 -1.82789 -0.070
H -4.38928 -2.79026 -4.11705 0.078
H -5.84968 -3.72851 -4.39334 0.083
H -5.71920 -2.09420 -5.06280 0.084
H -7.16832 -2.14415 -3.01162 0.143
H -4.48339 -0.77129 -2.49495 0.055
H -6.00472 -0.37763 -1.71017 0.080
H -5.81070 -0.07267 -3.44461 0.087
H -4.81176 -3.04839 -1.74563 0.051
C 3.24126 5.55370 -1.14755 -0.061
C 4.61792 5.41123 -0.51625 -0.490
C 5.67163 6.15973 -1.31570 -0.058
O 4.96914 4.02555 -0.42912 -0.071
H 3.23601 5.13457 -2.15758 0.083
H 2.49482 5.00655 -0.56789 0.066
H 2.93814 6.59937 -1.20504 0.084
H 4.59411 5.79174 0.50564 0.139
H 5.74080 5.75940 -2.33087 0.084
H 6.65351 6.04372 -0.85674 0.082
H 5.43969 7.22331 -1.37777 0.084
H 4.99630 3.67797 -1.32718 0.089
```

Output
E_LUMO: -4.188 eV
total charge: +1

=====

ORCA calculation (wB97M-V/def2-TZVPD) on a structure of composition CBr3NO.

```
6
Properties=species:S:1:pos:R:3:lowdin_charge:R:1
C -0.74033 0.89935 0.66872 -1.248
N 1.59616 -1.46873 0.10069 -0.244
O 2.27653 -0.77321 -0.50425 0.013
Br -0.17488 1.94786 -0.77787 0.510
Br -2.54488 1.07874 0.95961 0.561
Br -0.41259 -1.68401 -0.44690 0.409
```

Output
E_LUMO: -1.473 eV

=====

ORCA calculation (wB97M-V/def2-TZVPD) on a cluster of 2 separate species, CH5NO in total.

```
8
Properties=species:S:1:pos:R:3:lowdin_charge:R:1
C 0.81071 0.60834 1.51143 -0.143
O 1.08172 0.02335 0.51841 -0.013
H 1.01399 1.60254 1.73310 0.052
H 0.29975 -0.02546 2.40915 0.122
N -1.01628 -0.35341 -1.62183 0.013
H -0.26772 -0.34924 -2.28328 -0.006
H -0.59229 -0.21536 -0.66869 -0.007
H -1.32988 -1.29075 -1.59829 -0.018
```

Output
E_LUMO: 0.624 eV

=====

What relative energy (zero: lowest compared OMol25 entry of this formula, charge and spin) values result from the calculations? In sequence: 0.0000; 2.8221; 0.0000; 0.0000; 0.0000; 1.9708; 0.9313 eV.
What max |F| values result from the calculations? In sequence: 3.59; 4.52; 1.08; 6.54; 1.85; 2.24; 4.88 eV/Å.